Here is a cluster of 2 separate species, C7H14 in total in a non-equilibrium geometry from the OMol25 dataset. Energies are from wB97M-V/def2-TZVPD.

Each line ends with the Löwdin charge.
Cartesian coordinates (Å):
C1 0.485 -1.111 1.515  -0.038
C2 1.434 -0.268 1.126  -0.217
C3 2.144 -0.375 -0.194  -0.263
C4 1.214 0.391 -1.156  -0.137
H1 -0.087 -0.948 2.422  0.059
H2 0.240 -1.994 0.926  0.070
H3 1.612 0.647 1.692  0.106
H4 3.180 0.000 -0.097  0.106
H5 2.223 -1.414 -0.525  0.102
H6 0.093 -0.130 -1.087  0.095
H7 1.398 0.214 -2.205  0.051
H8 1.447 1.480 -1.010  0.090
C5 -1.879 -0.804 -0.751  -0.054
C6 -1.871 0.033 0.292  -0.265
C7 -1.515 1.468 0.099  -0.109
H9 -2.092 -0.421 -1.744  0.068
H10 -1.886 -1.883 -0.643  0.058
H11 -2.012 -0.337 1.306  0.088
H12 -1.938 1.846 -0.836  0.084
H13 -1.770 2.131 0.929  0.074
H14 -0.422 1.475 -0.060  0.032

Output
LUMO level (eV): 1.149
Molecular weight (g mol⁻¹): 98.19
Energy relative to the best compared isomer or geometry (same formula, charge and spin) (eV): 2.9398
Electronic energy (a.u.): -275.00821
Charge: 0
Orbital gap (Ha): 0.3706
Multiplicity: 1
SMILES: C=CCC.C=CC